Entry 1:
Entry from OMol25: a structure of composition F8H8N4NaO20S8 in a non-equilibrium geometry (wB97M-V/def2-TZVPD).

XYZ file:
```
49
Properties=species:S:1:pos:R:3:mulliken_spin:R:1
O 1.145 4.026 3.787 0.0000
S -4.534 -1.437 -1.438 0.0000
S 1.333 2.922 2.847 0.0003
O -0.593 -2.100 1.906 0.0000
F 0.074 -0.283 3.894 -0.0001
F 1.028 3.661 1.525 0.0002
O 1.840 3.770 -4.347 0.0145
N 3.211 -3.569 -1.515 0.0373
H -1.977 0.773 2.793 0.0000
H -0.247 -2.000 2.792 -0.0001
H -0.652 2.327 1.382 0.0000
Na 0.260 0.205 0.891 0.0032
O -4.522 -0.019 -1.099 0.0001
H 2.814 1.262 1.187 0.0000
O 2.339 -1.503 -2.779 0.1063
F 1.372 4.735 -2.174 0.0000
H -3.161 1.649 2.445 0.0000
O 2.722 2.424 2.633 0.0000
N -3.919 -2.437 -0.486 0.0001
S 2.578 -2.211 -1.488 -0.0120
N 0.276 1.850 2.656 0.0000
H -1.984 1.736 0.975 -0.0001
F -1.376 1.013 -2.988 -0.0041
O 1.860 0.981 4.809 0.0000
H -0.389 -3.005 1.670 0.0000
O 2.552 0.716 0.446 -0.0008
S 1.800 -4.497 -1.646 -0.0021
H 3.099 1.017 -0.280 0.0000
S 0.523 1.257 4.280 0.0000
O -4.570 -1.725 -2.864 0.0000
O 0.844 -4.003 -2.635 0.0004
S 0.154 1.371 -2.912 -0.0924
O -1.306 2.344 0.684 0.0024
O 1.466 -5.102 -0.364 0.0031
F 3.950 -1.452 -1.057 -0.0004
F -6.059 -1.836 -1.065 0.0000
S 1.516 3.332 -2.986 -0.0089
O -1.937 -0.684 -0.118 -0.0006
O -0.466 1.363 5.324 0.0000
N -0.133 2.804 -2.821 0.2394
O 0.419 0.620 -1.689 0.4610
F -1.594 -3.092 -0.282 0.0000
O 2.537 2.644 -2.216 0.0011
S -2.401 -1.823 -0.918 -0.0006
O -2.856 0.743 2.416 0.0000
O 0.589 0.760 -4.143 0.2351
O 1.732 -1.985 -0.374 0.0178
F 2.566 -5.671 -2.360 0.0000
O -1.924 -1.869 -2.295 -0.0001
```

Summary:
calculated total energy = -5875.22297 Ha
spin multiplicity = 2
total charge = -2
Kohn-Sham gap (alpha / beta) = 8.271 / 3.608 eV
expectation value of S² = 0.760

***

Entry 2:
Entry from OMol25: a structure of composition F8MnN4O16S8 in a non-equilibrium geometry (wB97M-V/def2-TZVPD).

XYZ file:
```
37
Properties=species:S:1:pos:R:3:mulliken_spin:R:1
F 2.426 4.397 -2.811 0.0002
O -3.034 1.415 2.849 0.0055
O 3.527 -2.371 0.295 0.0053
F 2.392 -0.116 -2.689 0.0004
N 1.507 -1.015 1.521 0.0444
O -1.886 3.793 0.789 0.0077
O 0.140 3.598 -2.777 -0.0002
F -1.576 2.132 -1.011 0.0038
F -1.233 -3.163 1.648 0.0088
O -3.297 -3.294 0.481 0.0056
O 0.315 0.733 -3.600 0.0056
S 1.475 3.141 -3.219 -0.0004
O 0.600 0.350 -1.150 -0.0104
O -0.944 -2.212 -2.776 0.0056
S -2.131 2.357 0.456 0.0223
O 2.611 -3.335 2.459 0.0087
N 2.229 2.213 -2.437 0.0040
F 1.700 0.969 2.858 0.0043
N -1.084 1.213 1.192 0.0272
O -3.482 1.787 0.276 0.0046
F -0.942 0.456 3.247 0.0107
O 3.858 -0.090 2.441 0.0072
O -1.248 -4.324 -0.472 0.0085
O -0.957 2.798 3.196 0.0074
F -1.917 -0.274 -1.831 0.0050
S -1.903 -3.179 0.191 0.0106
S 1.178 0.867 -2.450 0.0049
O 1.845 3.091 -4.602 0.0004
O 2.183 -1.123 4.076 0.0069
O -3.414 -2.041 -2.032 0.0085
S -1.998 -1.893 -1.767 0.0225
S 2.494 -2.447 1.324 0.0185
F 1.378 -3.271 0.539 0.0050
S 2.467 -0.512 2.728 0.0211
Mn -0.210 -0.485 0.635 4.6608
N -1.432 -1.820 -0.123 0.0343
S -1.642 1.654 2.547 0.0145
```

Summary:
calculated total energy = -6558.22541 Ha
spin multiplicity = 6
total charge = -2
energy above the lowest of the compared OMol25 structures with the same formula, charge and spin = 737.3 kJ/mol
Kohn-Sham gap (alpha / beta) = 8.747 / 8.746 eV
expectation value of S² = 8.755

***

Entry 3:
Entry from OMol25: a structure of composition FH10O5V in a non-equilibrium geometry (wB97M-V/def2-TZVPD).

XYZ file:
```
17
Properties=species:S:1:pos:R:3:mulliken_spin:R:1
H -2.005 -1.444 -0.682 0.0003
H 1.899 1.690 1.355 0.0039
V 0.292 0.064 -0.089 2.9515
H -1.716 1.226 -1.968 0.0012
H 2.487 -1.503 1.036 0.0030
H -2.042 0.111 1.433 0.0014
H 1.160 -2.289 0.889 0.0019
O -1.100 -0.020 1.584 0.0007
H -1.067 -0.858 2.036 0.0002
F 1.354 0.228 -1.850 0.0112
O 1.127 1.837 0.814 0.0065
H -0.314 1.793 -1.842 -0.0006
O 1.652 -1.539 0.568 0.0081
O -1.033 -1.557 -0.878 0.0044
H -0.926 -2.036 -1.691 0.0029
O -1.067 1.514 -1.301 -0.0001
H 1.295 2.791 0.590 0.0034
```

Summary:
calculated total energy = -1425.91378 Ha
spin multiplicity = 4
total charge = +1
energy above the lowest of the compared OMol25 structures with the same formula, charge and spin = 0.0 kJ/mol
Kohn-Sham gap (alpha / beta) = 7.778 / 10.024 eV
expectation value of S² = 3.753

***

Entry 4:
Entry from OMol25: a cluster of 7 separate species, FH12O6 in total in a non-equilibrium geometry (wB97M-V/def2-TZVPD).

XYZ file:
```
19
Properties=species:S:1:pos:R:3:mulliken_charge:R:1
H -0.931 -2.735 1.315 0.2974
O -0.494 -0.665 -2.131 -0.6962
H 1.273 0.739 -0.291 0.2951
H -0.684 2.381 -1.311 0.3305
H 2.008 0.596 -1.541 0.3398
O 1.767 -1.949 0.132 -0.6923
O -1.086 1.412 2.324 -0.6909
H 2.395 -1.607 0.759 0.3184
H -0.119 0.024 -2.648 0.3178
H -0.798 -1.277 0.718 0.3906
O 2.092 1.073 -0.691 -0.7031
H -0.362 -0.344 -1.209 0.2945
F -0.052 0.014 0.278 -0.7992
H -0.744 1.381 -0.275 0.4379
O -1.397 -2.037 0.819 -0.6934
H -0.818 0.768 1.673 0.2584
H 1.113 -1.252 0.114 0.3593
H -2.034 1.250 2.443 0.2995
O -1.133 2.226 -0.482 -0.6641
```

Summary:
calculated total energy = -558.60093 Ha
total charge = -1
energy above the lowest of the compared OMol25 structures with the same formula, charge and spin = 62.1 kJ/mol
Kohn-Sham gap = 10.830 eV